(1)
The following is a quantum chemistry calculation of C38H88O58S16 as an isolated structure at a distorted geometry, from OMol25.

Element x y z (Å)
O (6.9867, 2.7042, -3.5555)
O (-0.3486, 4.3404, -2.6539)
C (-1.8536, 7.5696, 5.8535)
H (1.8847, -2.7655, 3.7125)
C (-5.1791, -1.9482, 3.0393)
O (-3.2453, 2.5065, -2.2963)
O (6.5666, -4.0974, -4.9034)
C (-4.4567, -5.2916, -3.0407)
O (5.0120, -2.5404, -3.8853)
C (3.0894, 7.0463, -3.9085)
C (-6.5612, -0.7704, -0.6794)
H (4.3112, 4.0517, -2.1403)
H (-4.1378, 3.5912, -5.0575)
C (6.2930, -2.2995, -3.4853)
O (1.6678, 6.0235, -2.3490)
H (3.9804, 7.0589, -3.2807)
H (-0.1689, 6.0920, 6.1428)
H (-1.4821, -2.2201, -0.0760)
S (5.8619, 2.1211, -2.7794)
O (0.4829, 2.1352, 1.3785)
S (4.9927, -3.8648, -4.8023)
H (3.4526, 2.1554, 2.8442)
O (-4.0384, 0.1054, 3.4043)
O (-4.7148, 1.1651, 1.1939)
C (-5.6108, -0.4600, -5.5874)
H (-2.1482, 8.4640, 6.4023)
C (-2.2594, -1.4626, 0.0241)
O (-1.2855, 3.7680, 5.9266)
H (-2.1983, 2.3595, 9.1250)
H (-7.0978, -2.0040, -5.2400)
O (-1.4482, -4.8883, -1.2703)
C (8.1897, -0.9568, 4.1590)
C (-7.2234, -0.1371, -1.8654)
O (0.3730, -4.4450, 3.5863)
S (-0.7834, 3.3891, 7.3835)
C (5.2456, -3.6431, 2.0739)
S (-0.3158, 7.7588, 3.8957)
H (1.9036, -4.1496, -2.9706)
O (-3.2159, -5.6110, -3.6651)
H (-2.4732, 0.4615, 0.3010)
S (-0.0056, -5.0209, -0.8904)
S (0.6818, 0.6857, 1.5548)
H (-0.7570, 1.9980, 4.8906)
H (-6.6048, 0.2560, -2.6722)
H (-2.8728, -1.5916, -0.8676)
H (-0.9045, 3.6567, 3.1080)
C (-3.9298, -1.2563, 3.4743)
H (-2.3511, 1.4598, 7.6283)
C (-2.3102, 2.4658, 8.0460)
O (4.3593, -4.6846, 0.2265)
C (-1.5517, -0.1161, 0.2278)
H (-4.4146, -4.3162, -2.5560)
O (4.2445, -4.9391, -4.0345)
H (8.0973, -0.8383, 5.2386)
C (7.1765, -3.5445, -3.8240)
C (1.4147, 0.1384, -0.0554)
O (6.4069, -6.1608, 0.3903)
O (5.5564, 5.5734, 4.2572)
O (5.3715, -4.9767, 2.4522)
H (0.8866, -0.7441, -0.4163)
H (-0.3748, -1.3630, 4.2755)
H (-5.1134, -2.8627, 2.4500)
C (2.2299, 5.8268, -3.6283)
H (6.2394, -2.0980, -2.4154)
H (5.9323, 4.0963, -1.3132)
O (-7.9548, -1.2163, -2.4553)
H (-2.5389, 6.7565, 6.0928)
H (2.1994, 0.8455, -5.3159)
O (6.9570, -1.4582, 3.7987)
H (-3.1434, -1.7073, 2.8691)
S (5.1184, -5.8752, 1.1037)
O (0.3177, 2.4309, 7.3506)
H (8.9558, -1.7320, 4.1434)
O (-5.8083, 2.6595, -2.0503)
H (2.9498, -0.3342, -4.3006)
H (-7.4561, -1.0107, -6.6395)
H (2.4419, -0.2026, 0.0739)
C (4.0767, -3.5753, 1.0941)
C (3.2507, 2.6563, 3.7910)
H (-0.9597, -4.0460, -4.0133)
H (-3.1350, -3.5565, -5.7791)
O (-1.8318, 7.8170, 4.4967)
S (-7.5940, -2.7125, -1.8178)
H (1.8464, 4.0687, 4.6291)
C (0.2060, -6.5628, 0.1108)
C (-0.3856, 7.1562, 6.2363)
H (-2.1336, 2.1241, -4.0328)
O (-4.2285, 4.3702, -3.1939)
H (-3.4992, -1.4692, 4.4527)
O (0.6777, -5.5253, -2.3117)
H (2.4675, 7.9402, -3.8609)
H (8.2009, -3.2276, -4.0197)
H (0.6113, -2.8673, 2.4677)
C (-3.0094, -2.6611, -6.3878)
H (4.6336, 3.0468, -0.7375)
H (-3.1792, 3.0780, 7.8051)
H (-6.2468, -2.2497, -6.7400)
O (6.9795, 0.8680, 3.4436)
H (-0.1720, -2.8446, -2.9340)
H (3.4723, 6.7844, -4.8949)
O (-6.4217, -3.2702, -2.4773)
C (0.0314, 5.3226, -0.1616)
H (6.6685, -1.3735, -3.9208)
O (-0.7341, -0.1930, 1.4198)
H (2.6734, 4.8399, -3.7604)
H (-2.3793, 2.0933, 5.3094)
H (-0.2223, 6.3766, -0.2743)
H (1.4893, 5.9127, -4.4234)
H (-5.7486, -6.4402, -1.8128)
H (-5.5215, -0.9811, -0.9297)
C (-0.0247, -3.5510, -3.7510)
O (-7.2031, -1.9883, -0.3891)
O (-4.6667, -1.2498, -4.8170)
H (2.6173, 2.5804, -3.1987)
H (-4.1111, -6.0027, -1.1115)
O (4.2021, -6.9943, 1.3815)
H (-6.0404, 0.2624, -4.8933)
H (-2.9811, -1.8825, 0.7248)
H (1.6073, 3.7232, 2.8322)
H (-2.5619, 4.1471, 3.6421)
S (-5.2832, 0.5772, 2.4111)
H (-5.9457, -2.1553, 3.7860)
O (-6.2121, 1.3448, 3.2254)
C (-0.1700, -2.4193, 4.4496)
O (5.3418, 4.1415, 2.2206)
O (-4.4325, 4.0256, -0.5497)
H (2.8135, 1.8733, 4.4106)
H (0.3953, -2.9457, -4.5543)
O (-1.6423, -5.7150, 4.7964)
C (8.3477, 0.3570, 3.4610)
H (-1.9494, -2.6346, -6.6404)
S (-3.0436, -1.2076, -5.3186)
H (-0.4539, -6.4278, 0.9677)
O (0.3459, 7.9190, 5.3401)
O (-4.2373, -7.4784, -2.5350)
H (4.0540, -2.7472, 0.3858)
O (4.3843, 3.3021, 4.3868)
C (0.8516, -3.0514, 3.5148)
C (5.0872, 3.4836, -1.6272)
H (-0.8809, 4.8260, 0.1689)
C (1.0166, -4.6622, -3.3429)
H (3.2270, 1.2109, -2.3715)
H (7.2659, -4.1785, -2.9419)
S (-4.5731, 3.3810, -1.8418)
H (-7.9259, 0.6548, -1.6056)
O (-8.8467, -3.5023, -1.7249)
H (1.2324, -6.7380, 0.4332)
O (-2.2555, -1.5841, -4.1434)
H (3.1963, -3.6944, 1.7256)
C (-3.4831, 3.7555, -4.2017)
O (-1.8812, -4.6930, 2.4236)
H (6.1729, -3.5621, 1.5069)
S (0.7230, 4.6425, -1.7327)
C (-3.1208, 2.3969, -3.6598)
O (-3.0336, -7.7203, -4.8442)
S (4.7728, 4.5890, 3.5055)
O (-1.6390, -7.3284, -2.7780)
O (1.6717, 3.6703, -1.2242)
O (4.5340, 1.9305, -3.8689)
H (-2.5849, 4.3165, -4.4598)
H (-3.6623, -2.4531, -7.2355)
C (-4.6802, -6.3136, -1.9876)
O (4.4004, -3.5485, -6.1001)
C (-6.6454, -1.4785, -6.0809)
O (-2.6190, -0.0056, -6.0509)
H (-5.2367, 0.1153, -6.4343)
H (5.2965, -2.9972, 2.9504)
C (2.4758, 0.6471, -4.2804)
C (2.3013, 3.8476, 3.6635)
H (1.2990, -5.2991, -4.1811)
H (8.9916, 1.0785, 3.9639)
O (0.0563, 6.4910, 3.2610)
H (-5.2624, -5.4797, -3.7503)
O (0.7715, -3.9001, -0.3881)
C (-1.8192, 3.3498, 3.6153)
H (1.5161, 0.3711, -3.8435)
H (-6.6733, -0.1099, 0.1804)
H (1.5599, 1.0240, -0.6740)
O (1.3718, 0.2380, 2.7863)
H (0.7417, 5.1901, 0.6545)
O (5.0012, -0.0284, 4.7666)
H (-3.8327, 1.6846, -4.0770)
H (-2.1917, 2.5393, 2.9889)
O (5.9620, 0.8770, -1.9995)
H (0.1120, -2.5162, 5.4980)
S (-1.2964, -4.6550, 3.7774)
S (5.8108, -0.3123, 3.5715)
O (5.1617, -0.4811, 2.2899)
O (-1.3660, -3.0346, 4.2348)
C (3.1826, 1.6629, -3.3624)
H (-1.0550, 0.2398, -0.6749)
O (-5.7735, -0.9892, 2.2677)
S (-2.8666, -7.2191, -3.5097)
H (8.5271, 0.0809, 2.4219)
C (-1.5647, 2.7268, 4.9583)
O (-0.1734, 8.9234, 3.0530)
H (-0.1578, 7.3810, 7.2783)
H (-0.1973, -7.2565, -0.6269)
O (3.1434, 4.9682, 3.4039)
O (-0.6616, 4.6344, 8.1538)

Atomic forces in eV per Å
O -2.853 -1.811 1.748
O 1.211 -0.027 0.231
C 0.605 -1.286 2.296
H 0.014 -1.115 0.464
C -1.307 -0.692 1.716
O -0.580 -0.544 3.549
O -1.469 -1.104 -1.805
C -0.418 0.257 -0.298
O -1.399 -1.588 -1.615
C 0.828 -1.603 -0.049
C 1.406 0.966 0.362
H 0.371 -0.116 -0.345
H 0.199 0.419 -0.238
C 2.629 1.206 1.861
O -2.218 -2.619 1.974
H -0.225 0.433 0.308
H -0.225 0.029 -0.425
H -0.073 -0.404 -0.023
S -1.764 1.118 -0.052
O -0.178 -2.392 0.667
S -5.731 -2.733 -0.292
H 0.509 0.399 -0.161
O -1.284 2.392 -1.264
O -1.502 -1.653 2.083
C -1.147 -0.987 -0.166
H 0.024 0.108 -0.150
C 1.333 -1.782 -0.654
O 0.478 0.312 0.388
H 0.185 0.281 -0.090
H 0.052 0.088 0.094
O 3.138 0.210 1.942
C 0.897 0.216 3.317
C -0.917 -0.091 -1.154
O -0.143 -2.146 0.931
S -0.732 -1.062 2.362
C 1.747 1.559 -1.348
S -0.016 0.245 -2.327
H 0.343 0.159 -0.513
O 0.597 -0.942 0.448
H 0.719 1.436 0.939
S -1.622 -0.415 -2.818
S -0.007 0.589 -0.828
H 0.586 0.385 0.119
H 0.547 -0.020 0.561
H 0.444 0.873 -0.640
H -0.012 0.358 0.334
C 2.797 -2.903 1.020
H 0.035 0.242 -0.254
C 1.326 0.751 -0.362
O 0.334 -1.662 1.391
C -2.726 -0.517 -0.464
H 0.034 0.056 -0.801
O 3.226 3.239 -2.055
H 0.256 0.684 0.368
C 1.085 2.305 2.936
C 1.157 -0.222 1.186
O -3.647 1.018 2.331
O -2.309 -2.124 -1.213
O -1.312 -2.897 -0.273
H -0.242 0.472 -0.261
H 0.379 0.063 -0.276
H 0.743 0.149 -0.073
C -0.580 0.769 -0.870
H 0.352 -0.193 0.117
H -0.088 0.029 -0.201
O -0.598 -2.255 -0.590
H -0.074 0.035 -0.116
H 0.562 0.847 0.039
O -3.139 -1.112 -1.506
H 0.342 0.815 -0.690
S 1.143 -2.182 -2.075
O -1.307 1.447 -0.362
H -0.004 0.108 -1.164
O 1.375 0.479 -0.274
H 0.667 0.197 0.078
H 0.005 0.245 0.059
H 0.092 -0.065 0.684
C 0.660 0.018 0.580
C -1.004 0.230 -0.024
H -0.094 0.402 -0.103
H -0.637 0.176 -0.124
O 0.787 -0.304 -2.143
S -2.038 0.922 -0.271
H -0.396 -0.207 -0.155
C -0.463 1.387 -1.063
C -1.856 -0.712 1.196
H 0.131 -0.196 0.858
O -1.895 0.910 2.711
H -0.836 -0.246 0.400
O -1.378 -1.526 2.994
H 0.386 -0.021 -0.122
H -0.165 -0.025 -0.606
H 0.257 0.905 -0.043
C 0.740 1.333 0.493
H 0.194 -0.433 -0.216
H 0.084 -0.135 -0.021
H 0.428 0.167 0.020
O -1.254 -0.431 0.458
H -0.250 -0.231 0.131
H -0.014 0.832 -0.392
O -1.766 0.870 1.212
C 0.118 0.705 -0.396
H 0.024 -0.100 -0.400
O 1.277 1.141 0.763
H 0.568 0.093 0.277
H -0.539 0.499 0.075
H 0.202 -0.019 -0.169
H -0.685 -0.414 0.206
H 0.110 0.132 0.374
H 0.196 0.164 0.402
C 0.816 -1.321 0.641
O -0.788 -1.975 -0.726
O 2.776 1.308 -1.094
H 0.224 0.153 -0.491
H -0.092 -0.446 0.440
O 2.009 2.795 -0.287
H -0.131 -0.062 0.009
H 0.371 0.793 0.991
H -0.114 0.128 0.274
H 0.113 -0.008 0.028
S 1.292 -0.026 1.446
H 0.449 -0.201 0.739
O 1.289 -1.386 -1.746
C 1.766 1.502 0.616
O -1.614 0.962 2.299
O 0.637 -0.807 -2.613
H 0.508 0.296 0.517
H -0.057 -0.313 -0.285
O 1.354 4.060 -3.257
C -1.386 -0.870 -0.938
H -0.028 -0.118 -0.566
S 0.658 -0.754 1.427
H -0.073 -0.016 -0.155
O 1.587 0.792 -1.596
O 2.754 -3.035 -2.033
H -0.093 0.305 0.687
O 1.526 -0.560 0.134
C -2.904 -0.206 -0.938
C 0.919 -1.021 -0.557
H 0.001 -0.466 -0.734
C 0.491 2.746 -0.629
H 0.335 -0.159 0.070
H -0.480 -0.549 -0.190
S 1.092 0.466 -1.679
H -0.170 -0.221 0.099
O 3.647 2.195 0.032
H -0.035 0.145 -0.384
O -1.556 0.909 -1.343
H -0.615 -0.163 -0.727
C -0.135 -0.453 -0.679
O 0.762 -0.261 3.110
H 0.147 1.409 -0.199
S 0.477 2.036 1.741
C -0.419 -0.411 -2.039
O 0.097 -0.729 1.513
S 0.272 -0.051 -0.698
O -1.275 -0.758 -0.579
O -0.441 0.119 -1.509
O 1.576 0.372 1.071
H -0.281 0.401 0.225
H 0.083 -0.515 0.075
C -0.277 1.488 1.143
O 1.874 -0.382 2.100
C -0.476 0.196 0.145
O -1.628 -1.647 0.984
H 0.780 -0.228 0.153
H -0.508 -0.317 -0.215
C -0.483 -0.705 0.354
C 0.293 -0.356 -0.073
H -0.113 0.049 0.085
H -0.080 -0.124 -0.413
O -1.044 1.669 1.823
H 0.033 0.905 -0.404
O -0.800 -0.546 0.041
C -0.055 -0.417 -0.320
H -0.267 0.379 0.409
H 0.242 -0.435 -0.126
H -0.902 -0.080 -0.163
O -1.740 0.362 -2.518
H 0.325 0.080 -0.451
O 1.855 -1.097 -2.602
H -0.004 -0.391 0.289
H -0.286 -0.011 -0.121
O 0.269 1.863 -1.468
H 0.301 -0.178 0.087
S 1.791 0.433 -0.550
S 1.229 2.321 0.968
O 0.758 -0.306 1.648
O -3.554 -2.926 -0.269
C 0.334 -0.857 -0.387
H 0.402 -0.291 0.275
O -1.739 3.780 -3.381
S -1.302 2.893 -0.007
H 0.816 0.791 -0.145
C 0.206 -0.806 -0.097
O 0.103 -1.190 1.623
H 0.168 0.503 -0.268
H 0.161 -0.434 0.395
O 2.302 1.230 -0.932
O -0.139 -1.863 -1.800

Summary:
total energy = -332930.083 eV
E_LUMO = -0.15 eV
gap between HOMO and LUMO = 10.0 eV
HOMO = -10.097 eV
charge = 0

These are the Löwdin partial charges, in e, on atoms 1 to 2: O -0.315; O -0.287



(2)
The following is a quantum chemistry calculation of a 10-piece molecular cluster, C20H30N10 overall at a distorted geometry, from OMol25.

Element x y z (Å)
H (-0.2050, -0.9070, -1.2172)
C (-0.0197, 4.4657, -0.6360)
H (3.2115, -3.2081, -0.0528)
H (-0.5610, -3.0269, -4.7831)
H (0.5414, 2.6183, -1.5342)
H (-3.4215, 4.4650, -0.9694)
N (3.2233, 1.4208, -1.0729)
C (2.8095, -2.6421, -0.8932)
H (1.0626, 0.1709, -0.6597)
C (-1.4826, -2.8819, -2.9016)
C (-5.2023, -0.1739, -0.0632)
H (-1.2910, -1.4993, -4.4130)
H (4.6784, 3.2237, 1.0737)
N (-5.8436, -2.6102, 0.5879)
H (5.7096, 3.2027, -0.4352)
C (-0.7491, 0.4481, 0.3195)
H (4.2230, 4.2242, -0.2991)
N (-4.0198, 2.1944, -2.9837)
N (-0.5449, 5.0688, 0.2166)
C (-0.4949, -3.9356, 1.1124)
H (-3.5994, 2.9567, 0.0850)
H (4.8832, -3.8872, 2.6879)
N (2.0748, -2.2651, 2.6240)
C (3.8956, -4.0356, 3.1246)
C (3.3814, -2.9358, -2.2518)
C (-0.7202, -2.3165, -3.9719)
N (-2.0791, -3.4152, -2.0520)
C (-0.5696, 3.7709, 3.6143)
H (-0.3449, -3.0700, 1.7575)
H (3.9833, -4.0091, 4.2108)
H (0.2061, -1.8749, -3.6045)
H (3.1156, -1.6156, -0.6913)
H (-5.6013, 0.5688, 0.6277)
H (-0.7014, 3.0175, 4.3909)
H (-1.1005, 3.3581, 2.7565)
N (-1.5132, 1.1644, 0.8308)
H (-0.9667, 4.7639, 3.8248)
C (-1.4650, -4.9166, 1.5701)
H (-0.0977, 3.8037, -2.6356)
H (-4.1453, 0.0905, -0.0326)
C (0.8355, 3.8811, 3.1688)
C (0.2301, -0.4500, -0.3284)
H (1.7200, -2.6274, -0.8639)
C (-3.9775, 3.5550, -0.7439)
C (-5.5472, -1.5523, 0.3233)
C (3.9106, 2.2532, -0.5646)
C (2.8857, -3.0347, 2.8650)
C (0.5155, 3.6881, -1.7418)
H (-5.0184, 3.7409, -0.4793)
N (1.9380, 4.0518, 2.8682)
H (1.5851, 3.8883, -1.8034)
N (3.8955, -3.1576, -3.2696)
C (-3.9835, 2.7580, -2.0019)
C (4.7082, 3.2907, -0.0138)
N (-2.2387, -5.7183, 1.9346)
H (-5.6680, 0.0421, -1.0247)
H (3.5547, -5.0469, 2.9028)
H (0.6220, -1.2423, 0.3093)
H (0.5221, -4.3270, 1.1354)
H (-0.7495, -3.7633, 0.0666)

Atomic forces in eV per Å
H -0.216 0.022 0.089
C -1.701 0.991 1.848
H 0.015 -0.448 -0.515
H 0.252 -0.125 0.275
H -0.447 -0.032 0.421
H -0.047 -0.023 0.574
N 2.782 3.336 2.158
C 0.509 0.892 -0.790
H 0.168 -0.043 0.037
C -1.460 -1.797 2.183
C -0.361 0.422 0.260
H -0.072 0.104 0.018
H 0.264 0.047 -0.018
N -0.602 -2.105 0.558
H 0.044 0.272 0.263
C -0.988 0.536 0.863
H 0.322 0.211 0.033
N 0.040 -1.090 -1.730
N 1.246 -1.231 -1.776
C 0.688 -0.333 -0.249
H 0.575 0.200 -0.185
H -0.298 0.368 -0.140
N -0.385 0.384 -0.086
C 0.099 -0.546 1.144
C 0.313 -0.650 0.004
C 0.046 0.942 -0.868
N 1.201 1.216 -1.515
C 0.423 -0.482 -1.124
H -0.895 0.230 -0.184
H 0.440 -0.167 0.127
H 0.138 -0.287 -0.118
H -0.040 0.198 0.062
H -0.490 -0.335 0.266
H 0.214 0.443 0.292
H -0.230 0.167 -0.117
N 1.340 -1.213 -0.995
H 0.043 -0.234 0.273
C -1.793 -1.972 1.464
H 0.462 0.384 -0.098
H 0.151 -0.694 -0.432
C 0.502 0.392 0.429
C -0.131 0.555 -0.214
H 0.155 -0.431 -0.268
C -0.455 -0.865 -0.849
C 0.973 2.756 -0.540
C -3.708 -4.522 -2.686
C 0.312 -0.201 -0.837
C 0.483 -0.634 0.378
H 0.016 0.427 -0.192
N -0.862 -0.342 0.071
H -0.131 0.462 -0.738
N -0.901 0.398 1.450
C -0.014 1.325 2.457
C 0.161 0.633 0.343
N 1.953 1.999 -0.943
H 0.373 -0.028 -0.124
H -0.173 0.153 -0.275
H -0.298 0.316 0.340
H -0.059 -0.634 -0.147
H 0.053 0.685 0.075

Summary:
total energy = -36123.649 eV
E_LUMO = 0.08 eV
gap between HOMO and LUMO = 11.2 eV
HOMO = -11.127 eV
SMILES = CC#N.CC#N.CC#N.CC#N.CC#N.CC#N.CC#N.CC#N.CC#N.CC#N
charge = 0

These are the natural (NBO) partial charges, in e, on atoms 1 to 2: H 0.249; C 0.306



(3)
The following is a quantum chemistry calculation of an isolated ion of composition C4H10N2O and charge +1 at a distorted geometry, from OMol25.

Element x y z (Å)
H (-1.2570, -0.3569, -1.4720)
N (-1.7785, 0.0535, 1.1455)
H (0.5540, 0.4029, 2.4549)
C (0.9653, -0.3772, -1.4451)
H (-1.8655, 0.6207, 2.0238)
C (0.6957, -0.1014, 1.4527)
H (0.7555, -1.2118, 1.6240)
C (-0.4698, 0.2452, 0.5018)
H (0.8202, 1.6648, -1.4590)
N (0.9472, 0.8545, -2.1117)
C (-0.3868, -0.5995, -0.7795)
H (1.6757, 0.1969, 1.0699)
H (0.2654, 1.0216, -2.8582)
H (-0.4308, 1.3325, 0.2846)
H (-0.5089, -1.6600, -0.5410)
H (-1.8845, -0.9536, 1.4207)
O (1.9028, -1.1323, -1.3114)

Atomic forces in eV per Å
H 1.246 -0.023 0.740
N 3.297 -1.366 2.726
H 0.244 -0.518 -1.041
C -0.169 -0.773 0.298
H -0.757 0.085 -1.151
C -0.272 -0.978 2.639
H -0.192 1.020 -0.187
C -1.135 1.072 -1.736
H 0.477 -1.066 -0.762
N 0.863 2.406 -0.333
C -1.472 -0.953 -0.278
H -0.419 0.266 -0.439
H 0.277 -0.682 0.335
H 0.114 -0.484 0.068
H 0.125 -0.018 0.284
H -0.879 0.689 -0.825
O -1.348 1.323 -0.337

Summary:
spin multiplicity = 2
total energy = -9327.797 eV
E_LUMO (alpha / beta) = -3.76 / -9.50 eV
gap between HOMO and LUMO (alpha / beta) = 10.0 / 4.3 eV
HOMO (alpha / beta) = -13.758 / -13.750 eV
expectation value of S² = 0.755
charge = +1

These are the natural (NBO) partial charges, in e, on atoms 1 to 2: H 0.251; N -0.235